1.
Density functional theory data (ωB97M-V/def2-TZVPD) for a 6-piece molecular cluster, C20H57N5O6 overall.

Geometry as ORCA input:
```
! wB97M-V def2-TZVPD RIJCOSX def2/J DEFGRID3
* xyz 0 1
C 2.65 6.79 -4.35
O 3.33 8.05 -4.01
C 4.44 8.50 -4.67
C 4.93 9.91 -4.36
C 3.70 10.84 -4.13
N 5.96 10.42 -5.32
H 3.37 5.98 -4.42
H 2.05 6.75 -5.26
H 2.06 6.44 -3.51
H 5.27 7.78 -4.60
H 4.21 8.49 -5.73
H 5.48 9.89 -3.42
H 3.13 10.51 -3.26
H 3.01 11.09 -4.94
H 4.04 11.82 -3.80
H 5.58 10.95 -6.10
H 6.51 11.14 -4.88
C 5.47 -4.69 -2.35
O 4.10 -4.42 -2.18
C 3.39 -5.52 -2.62
C 1.88 -5.43 -2.16
C 1.06 -6.69 -2.54
N 1.27 -4.21 -2.63
H 5.88 -4.84 -3.35
H 5.84 -5.61 -1.90
H 6.11 -3.89 -1.97
H 3.56 -5.63 -3.69
H 3.70 -6.51 -2.27
H 1.96 -5.36 -1.07
H 1.22 -7.46 -1.77
H 1.42 -6.95 -3.53
H -0.01 -6.55 -2.58
H 0.26 -4.30 -2.63
H 1.45 -3.52 -1.91
C -9.31 -2.20 -1.61
O -7.96 -2.27 -2.13
C -7.37 -1.09 -2.36
C -7.27 -0.18 -1.11
C -6.63 1.08 -1.42
N -6.39 -0.74 -0.09
H -9.95 -1.82 -2.40
H -9.43 -1.65 -0.67
H -9.71 -3.15 -1.26
H -6.44 -1.23 -2.91
H -7.88 -0.64 -3.22
H -8.28 0.06 -0.78
H -5.69 0.84 -1.91
H -6.19 1.65 -0.61
H -7.31 1.74 -1.95
H -6.39 -1.71 -0.36
H -6.82 -0.65 0.82
C -0.77 -11.38 6.38
O -1.05 -10.49 5.26
C -1.18 -9.10 5.60
C -1.30 -8.19 4.40
C -1.07 -6.71 4.91
N -2.60 -8.37 3.81
H -1.11 -10.97 7.33
H 0.25 -11.75 6.40
H -1.39 -12.24 6.14
H -2.03 -8.90 6.25
H -0.20 -8.80 5.97
H -0.56 -8.50 3.67
H -1.83 -6.55 5.67
H -1.14 -5.91 4.18
H -0.04 -6.76 5.25
H -2.60 -7.90 2.91
H -2.67 -9.32 3.45
C -0.66 5.79 3.35
O 0.63 5.26 3.18
C 1.58 6.19 2.79
C 2.94 5.50 2.60
C 3.52 4.85 3.88
N 3.92 6.54 2.18
H -1.36 4.95 3.31
H -0.92 6.57 2.63
H -0.79 6.26 4.33
H 1.37 6.50 1.77
H 1.60 7.02 3.50
H 2.71 4.76 1.84
H 4.51 4.43 3.71
H 2.92 4.03 4.29
H 3.60 5.56 4.70
H 3.82 6.71 1.19
H 4.78 6.02 2.27
O -0.43 0.82 0.73
H -1.38 0.71 0.65
H -0.33 1.54 1.35
*
```

## Properties
Gap between HOMO and LUMO = 9.665 eV
HOMO level = -9.060 eV
SMILES string = COC[C@H](C)N.COC[C@H](C)N.COC[C@H](C)N.COC[C@H](C)N.COC[C@H](C)N.O
ΔE to the lowest compared entry with this formula, charge and spin = 418.1 kJ/mol
Energy = -1521.1970 a.u.
Max |F| = 0.0791 hartree/bohr

Atom charges from the Löwdin analysis, given in e for atoms 1 to 8: -0.059, -0.193, -0.261, -0.387, -0.067, 0.032, 0.077, 0.082


2.
Density functional theory data (ωB97M-V/def2-TZVPD) for a 8-piece molecular cluster, C20H57NO9 overall.

Geometry as ORCA input:
```
! wB97M-V def2-TZVPD RIJCOSX def2/J DEFGRID3
* xyz 0 1
C -3.86 5.58 -4.90
O -4.57 5.51 -3.66
C -3.85 5.94 -2.55
C -4.70 5.82 -1.29
N -4.24 4.86 -0.25
C -4.34 3.50 -0.75
C -4.14 2.54 0.42
O -4.03 1.19 0.10
C -3.42 0.37 1.13
H -3.05 4.85 -4.91
H -3.51 6.59 -5.07
H -4.51 5.27 -5.71
H -3.63 7.00 -2.68
H -2.85 5.52 -2.39
H -5.71 5.67 -1.68
H -4.70 6.81 -0.83
H -4.76 4.90 0.61
H -3.54 3.23 -1.44
H -5.30 3.26 -1.20
H -4.99 2.47 1.09
H -3.34 2.96 1.03
H -2.34 0.51 1.18
H -3.53 -0.63 0.71
H -3.76 0.40 2.17
C 3.77 2.16 1.88
C 4.55 0.86 1.92
O 4.10 0.22 3.17
H 2.68 2.23 1.84
H 4.01 2.57 0.90
H 4.14 2.81 2.68
H 5.63 0.98 1.91
H 4.30 0.14 1.14
H 4.20 -0.73 3.18
C 1.28 -4.92 -2.19
C 0.52 -6.19 -2.59
O -0.82 -5.87 -2.79
H 2.16 -5.09 -1.57
H 0.62 -4.39 -1.50
H 1.57 -4.23 -2.99
H 0.35 -6.92 -1.80
H 0.93 -6.76 -3.42
H -1.27 -6.71 -2.87
C 0.03 3.10 0.11
C -0.30 3.48 1.48
O 0.90 3.72 2.23
H 0.24 3.95 -0.54
H -0.73 2.53 -0.42
H 0.94 2.50 -0.02
H -0.73 2.71 2.12
H -0.83 4.44 1.49
H 0.64 3.79 3.15
C 1.28 -0.49 0.48
C 0.75 -1.90 0.34
O 1.87 -2.79 0.21
H 1.83 -0.27 1.39
H 0.40 0.15 0.48
H 1.78 -0.01 -0.36
H 0.06 -2.09 -0.48
H 0.24 -2.20 1.25
H 1.61 -3.71 0.27
C -1.19 -0.07 -4.26
C -1.73 0.16 -2.76
O -2.69 1.12 -2.63
H -1.95 -0.01 -5.04
H -0.60 -0.98 -4.31
H -0.62 0.82 -4.54
H -1.02 0.35 -1.96
H -2.07 -0.83 -2.43
H -2.98 1.15 -1.72
C 0.80 -4.69 3.59
C 1.49 -5.54 2.46
O 0.86 -5.22 1.23
H 1.09 -3.64 3.66
H 1.03 -5.14 4.56
H -0.28 -4.72 3.41
H 1.20 -6.59 2.49
H 2.58 -5.44 2.48
H 0.07 -5.70 0.99
C 6.39 -2.40 2.89
C 5.26 -3.40 2.88
O 4.01 -2.78 3.05
H 6.39 -1.72 3.75
H 6.70 -1.83 2.01
H 7.35 -2.89 3.02
H 5.37 -4.21 3.59
H 5.16 -3.75 1.85
H 3.39 -3.25 2.48
*
```

## Properties
Gap between HOMO and LUMO = 9.397 eV
HOMO level = -9.054 eV
SMILES string = COCCNCCOC.CCO.CCO.CCO.CCO.CCO.CCO.CCO
ΔE to the lowest compared entry with this formula, charge and spin = 331.7 kJ/mol
Energy = -1527.8830 a.u.
Max |F| = 0.0600 hartree/bohr

Atom charges from the Löwdin analysis, given in e for atoms 1 to 8: -0.090, -0.191, -0.258, -0.185, -0.052, -0.211, -0.260, -0.197